# 1
Entry from OMol25: one molecule with the formula C3H6S in a non-equilibrium geometry (ωB97M-V with the def2-TZVPD basis set).

Summary:
Relative energy (zero: lowest compared OMol25 entry of this formula, charge and spin) = 73.84 kcal/mol
Structure (SMILES) = C=CCS
DFT total energy = -14039.6643 eV
E_LUMO = 0.852 eV
HOMO-LUMO gap = 10.04 eV

Each line ends with the natural charge from an NBO analysis.
Cartesian coordinates (Å):
C 0.701 1.045 -0.151  -0.542
C -0.658 0.251 -0.027  -0.194
C -0.908 -1.040 -0.230  -0.450
H 1.474 -0.931 0.821  0.057
H 0.716 1.525 0.860  0.234
H 0.602 1.766 -1.121  0.265
H -1.812 0.715 0.189  0.200
H -0.186 -1.723 -0.497  0.208
H -1.853 -1.136 0.267  0.214
S 1.925 -0.472 -0.110  0.006


# 2
Entry from OMol25: C3H6S2 as an isolated structure in a non-equilibrium geometry (ωB97M-V with the def2-TZVPD basis set).

Summary:
Relative energy (zero: lowest compared OMol25 entry of this formula, charge and spin) = 108.45 kcal/mol
DFT total energy = -24874.0053 eV
E_LUMO = 0.599 eV
HOMO-LUMO gap = 9.51 eV

Each line ends with the natural charge from an NBO analysis.
Cartesian coordinates (Å):
C -0.298 0.009 -0.340  -0.509
C 0.435 1.117 -0.090  -0.453
C 0.511 -1.142 0.128  -0.520
H -2.279 0.553 1.085  0.099
H -0.296 -0.408 -1.564  0.233
H 0.751 2.319 -0.445  0.285
H 0.585 1.319 1.105  0.226
H 0.476 -1.431 1.294  0.224
H 0.125 -2.063 -0.549  0.236
S -1.973 -0.135 -0.308  0.046
S 1.963 -0.138 -0.317  0.132


# 3
Entry from OMol25: a 2-piece molecular cluster, C3H6S2 overall in a non-equilibrium geometry (ωB97M-V with the def2-TZVPD basis set).

Summary:
Relative energy (zero: lowest compared OMol25 entry of this formula, charge and spin) = 95.79 kcal/mol
DFT total energy = -24874.5545 eV
E_LUMO (spin up / spin down) = -0.433 / -0.499 eV
HOMO-LUMO gap (spin up / spin down) = 6.89 / 6.81 eV

Each line ends with the natural charge from an NBO analysis.
Cartesian coordinates (Å):
C 1.540 2.090 0.154  -0.301
C -0.104 -0.148 1.486  -0.659
C -0.277 0.547 0.073  -0.296
S 2.821 1.779 -0.755  0.145
S -1.666 1.757 0.151  -0.056
H 0.930 2.732 0.721  0.196
H -0.205 0.697 2.225  0.204
H 0.915 -0.497 1.494  0.225
H -0.860 -0.861 1.814  0.219
H -0.290 0.029 -0.828  0.187
H -1.725 1.936 -1.210  0.134


# 4
Entry from OMol25: a 2-piece molecular cluster, C3H6Si overall in a non-equilibrium geometry (ωB97M-V with the def2-TZVPD basis set).

Summary:
Relative energy (zero: lowest compared OMol25 entry of this formula, charge and spin) = 42.31 kcal/mol
DFT total energy = -11081.8112 eV
E_LUMO = -1.151 eV
HOMO-LUMO gap = 7.75 eV

Each line ends with the natural charge from an NBO analysis.
Cartesian coordinates (Å):
C 0.111 -1.393 2.151  -0.172
C -0.240 -0.254 2.327  -0.594
C 0.265 0.143 -2.222  -0.859
Si -1.121 1.283 2.903  0.811
H 0.344 -2.333 1.714  0.232
H -0.507 0.209 -1.476  0.215
H 0.912 0.996 -2.085  0.215
H -0.062 -0.031 -3.254  0.218
H -0.627 2.050 1.758  -0.277
H 0.924 -0.669 -1.816  0.211


# 5
Entry from OMol25: C3H7Ag2F2NOPt as an isolated structure in a non-equilibrium geometry (ωB97M-V with the def2-TZVPD basis set).

Summary:
Relative energy (zero: lowest compared OMol25 entry of this formula, charge and spin) = 0.00 kcal/mol
Charge = +2
DFT total energy = -23419.9303 eV
E_LUMO (spin up / spin down) = -8.452 / -11.041 eV
2S+1 = 3
HOMO-LUMO gap (spin up / spin down) = 8.08 / 5.17 eV

Each line ends with the natural charge from an NBO analysis.
Cartesian coordinates (Å):
Ag -9.066 20.816 4.830  0.946
Ag -8.963 17.113 5.703  0.980
Pt -7.341 18.967 3.354  0.799
F -7.305 19.142 5.533  -0.872
F -9.415 18.623 3.776  -0.845
C -5.225 20.649 8.384  0.450
O -5.288 21.097 9.521  -0.299
N -4.135 19.989 7.875  -0.035
C -4.144 19.535 6.474  -0.468
C -2.846 19.891 8.606  -0.476
H -6.078 20.764 7.703  0.175
H -3.371 19.973 5.842  0.278
H -5.084 19.788 5.983  0.254
H -4.002 18.454 6.534  0.270
H -2.932 20.416 9.557  0.279
H -2.563 18.841 8.656  0.276
H -2.044 20.501 8.181  0.289


# 6
Entry from OMol25: C3H7BFO7PPd as an isolated structure in a non-equilibrium geometry (ωB97M-V with the def2-TZVPD basis set).

Summary:
Charge = -1
DFT total energy = -33716.9187 eV
E_LUMO (spin up / spin down) = 2.337 / 1.286 eV
2S+1 = 4
HOMO-LUMO gap (spin up / spin down) = 7.77 / 6.42 eV

Each line ends with the natural charge from an NBO analysis.
Cartesian coordinates (Å):
Pd 0.791 -0.585 -1.836  1.252
B -0.981 -1.809 -2.368  -0.818
H -1.473 -0.851 -2.302  0.003
H -1.695 -2.587 -2.592  0.034
H -0.212 -1.747 -3.122  0.041
H -0.548 -1.964 -1.392  0.010
P 3.151 -0.691 -1.536  2.388
O 2.565 -1.665 -2.641  -0.839
O 4.650 -0.792 -1.542  -1.093
O 2.253 -0.906 -0.328  -1.064
O 2.576 0.520 -2.330  -0.927
C -1.129 2.180 2.628  -0.117
C -1.446 0.688 2.871  0.453
O -1.280 0.139 1.622  -0.470
C -0.609 1.017 0.839  1.004
O -0.272 0.895 -0.369  -0.595
O -0.242 2.011 1.609  -0.471
F -2.661 0.472 3.337  -0.318
H -0.694 2.643 3.514  0.203
H -2.061 2.681 2.365  0.184
H -0.683 0.352 3.573  0.140


# 7
Entry from OMol25: C3H7BNO5S2 as an isolated structure in a non-equilibrium geometry (ωB97M-V with the def2-TZVPD basis set).

Summary:
Charge = -1
DFT total energy = -37300.1338 eV
E_LUMO = 3.175 eV
HOMO-LUMO gap = 8.75 eV

Each line ends with the natural charge from an NBO analysis.
Cartesian coordinates (Å):
C 0.695 1.680 -2.159  -0.379
C -0.211 0.770 -2.071  -0.462
S -1.580 0.817 -0.943  2.275
O -2.685 1.253 -1.743  -0.986
O -1.326 1.749 0.120  -0.988
N -1.904 -0.687 -0.475  -1.177
S -0.623 -1.443 0.145  2.020
O -1.108 -2.683 0.722  -0.998
O 0.425 -1.720 -0.816  -0.999
B 0.154 -0.569 1.625  0.756
C 1.715 -0.707 1.793  -1.019
O -0.546 0.142 2.541  -0.903
H 1.340 1.660 -3.024  0.184
H 0.849 2.466 -1.435  0.207
H -0.140 -0.109 -2.688  0.239
H 1.957 -0.914 2.834  0.220
H 2.163 0.224 1.446  0.248
H 2.082 -1.538 1.196  0.251
H -1.257 -0.391 2.931  0.510


# 8
Entry from OMol25: one molecule with the formula C3H7BO3 in a non-equilibrium geometry (ωB97M-V with the def2-TZVPD basis set).

Summary:
Relative energy (zero: lowest compared OMol25 entry of this formula, charge and spin) = 0.00 kcal/mol
Structure (SMILES) = C[C@@H](C=O)B(O)O
DFT total energy = -10045.9834 eV
E_LUMO = 0.075 eV
HOMO-LUMO gap = 9.57 eV

Each line ends with the natural charge from an NBO analysis.
Cartesian coordinates (Å):
B -0.882 -0.687 0.043  1.116
C 0.738 0.526 -1.422  0.457
C 1.025 0.830 1.047  -0.596
C 0.037 0.635 -0.102  -0.653
O 1.915 0.352 -1.584  -0.532
O -0.646 -1.520 1.074  -0.880
O -1.839 -0.875 -0.894  -0.887
H 0.046 0.595 -2.285  0.106
H 1.716 -0.007 1.081  0.223
H 1.597 1.743 0.899  0.211
H 0.499 0.884 1.995  0.210
H -0.640 1.492 -0.177  0.244
H -1.180 -2.311 1.155  0.491
H -2.388 -1.659 -0.830  0.490